Below is a molecular structure, C23H33CuN2S4, with properties calculated with wB97M-V/def2-TZVPD.

The geometry in XYZ format:
```
63
Properties=species:S:1:pos:R:3:lowdin_spin:R:1
Cu -0.13546 0.27324 0.38168 0.63
C 2.44391 1.97562 -0.69091 0.00
C 1.54616 2.26432 -1.87784 0.00
S -0.19130 1.98844 -1.44417 0.06
C -0.83161 1.68682 -3.12648 0.01
C -2.26552 1.18328 -3.17650 0.00
S -2.57885 -0.38009 -2.32943 0.00
C -1.61198 -1.53705 -3.33136 0.00
C -0.96176 -2.59131 -2.44671 0.00
S 0.19467 -1.99766 -1.18410 0.00
C 1.46057 -1.23133 -2.22896 0.00
C 2.63498 -0.77536 -1.38399 0.00
S 2.24960 0.31719 0.01919 0.04
H 2.23056 2.64903 0.14098 0.00
H 3.49132 2.11117 -0.95990 0.00
H 1.80338 1.61721 -2.71721 0.00
H 1.67947 3.29677 -2.20104 0.00
H -0.16018 0.98850 -3.62675 0.00
H -0.76375 2.64002 -3.65351 0.00
H -2.56000 1.10870 -4.22449 0.00
H -2.94617 1.89912 -2.71601 0.00
H -0.85973 -1.00206 -3.91146 0.00
H -2.26263 -2.04546 -4.04420 0.00
H -0.42836 -3.31723 -3.06283 0.00
H -1.71746 -3.14326 -1.88584 0.00
H 1.02213 -0.39638 -2.77120 0.00
H 1.82071 -1.96270 -2.95523 0.00
H 3.38129 -0.26726 -1.99655 0.00
H 3.12634 -1.63518 -0.93094 0.00
C 2.06871 -3.82629 1.20071 0.00
C 0.96467 -3.34256 2.14057 0.00
C 1.43599 -2.22640 3.03943 0.01
C 2.47156 -2.47817 3.93698 0.00
C 2.94555 -1.49164 4.77985 0.01
C 2.36428 -0.23335 4.75817 0.00
C 1.31357 0.05668 3.89878 0.01
C 0.67350 1.42372 3.95106 0.00
C 1.14751 2.37466 2.85415 0.00
C 0.87016 -0.94926 3.02387 0.00
N -0.20834 -0.63018 2.14046 0.10
C -1.43223 -0.65419 2.58689 0.00
C -2.43331 0.00628 1.84370 0.00
C -3.78380 0.29534 2.06907 0.00
C -4.14040 1.24189 1.11376 0.00
C -2.99145 1.50482 0.35915 0.01
N -1.97037 0.75473 0.78284 0.09
H 1.69359 -4.56952 0.49767 0.00
H 2.89373 -4.26839 1.75941 0.00
H 2.47623 -2.99202 0.62849 0.00
H 0.64253 -4.18138 2.76274 0.00
H 0.09182 -3.02619 1.56921 0.00
H 2.90119 -3.47208 3.97762 0.00
H 3.74938 -1.70639 5.47140 0.00
H 2.71087 0.53220 5.44215 0.00
H 0.90812 1.86378 4.92120 0.00
H -0.41468 1.34499 3.90827 0.00
H 2.23227 2.49380 2.88168 0.00
H 0.68483 3.35567 2.96217 0.00
H 0.87072 1.99504 1.86598 0.00
H -1.64720 -1.11515 3.54882 0.00
H -4.41113 -0.12442 2.83907 0.00
H -5.10343 1.70813 0.98804 0.00
H -2.87418 2.22146 -0.43940 0.00
```

Strongest force on any atom ... 0.7 eV Å⁻¹
Orbital gap (alpha / beta) ... 8.23 / 6.45 eV
Charge ... +1
2S+1 ... 2
LUMO energy (alpha / beta) ... -0.0855 / -0.1498 hartree
HOMO (alpha / beta) ... -10.56 / -10.53 eV
ΔE to the lowest compared entry with this formula, charge and spin ... 0.0 kcal per mole